Record 1
Density functional theory data (the ωB97M-V functional and the def2-TZVPD basis) for a 2-piece molecular cluster, C6H5Br3F8O overall in a non-equilibrium geometry.

Cartesian coordinates (Å):
Br1 -19.354710 14.078090 3.806740
Br2 -21.132020 15.389100 1.358750
Br3 -19.038270 17.251890 3.187450
F1 -19.364590 20.923620 2.025810
F2 -17.980530 23.356590 2.248180
F3 -19.994380 23.564740 3.009560
F4 -15.686870 20.156160 5.671760
F5 -19.423490 20.749520 4.083050
F6 -15.429310 23.752380 5.612900
F7 -17.390470 21.503170 5.913890
F8 -14.993800 22.440950 7.177140
O1 -16.277090 21.426560 3.905440
C1 -15.141000 22.483040 5.866940
C2 -20.274810 15.682870 3.134500
C3 -17.287850 20.650690 3.251010
C4 -16.142170 21.421430 5.332900
C5 -18.792240 22.951040 3.231110
C6 -18.753930 21.343810 3.127770
H1 -16.887530 20.679930 2.237600
H2 -18.397890 23.264270 4.197790
H3 -14.218100 22.140030 5.399280
H4 -21.162370 15.869060 3.739210
H5 -17.369680 19.668180 3.715860

Forces on the atoms, in the same order (eV/Å):
Br -0.4321 1.4564 -0.7226
Br 1.2397 0.1569 1.2495
Br -1.0590 -1.7636 -0.0940
F 0.0967 -0.0625 -1.6893
F 0.5511 0.2334 -0.4492
F 0.5198 -1.2342 0.3363
F -0.0404 1.2434 0.0522
F -1.8637 -0.3606 2.5085
F -0.6581 0.3260 -1.1723
F 1.0105 0.2539 -0.3897
F -0.2835 -0.9974 1.2651
O 0.3942 1.0824 2.3688
C 0.8507 -0.8446 -0.9372
C -0.4278 0.0360 -0.7922
C -0.0749 2.2925 -0.7911
C -2.3093 -1.6482 -1.3159
C 0.0342 -0.8629 -0.0356
C 1.9165 0.6609 0.6016
H -0.1522 -0.7233 -0.0446
H -0.1273 0.0419 0.0573
H 0.4268 0.5677 -0.1648
H 0.6148 0.1446 0.3612
H -0.2267 0.0013 -0.2019

The spin multiplicity is 2. The value obtained for the LUMO energy (spin up / spin down) is -5.87 / -10.72 eV. The highest occupied orbital energy (spin up / spin down) comes out at -13.86 / -13.85 eV. The charge is +1.

Record 2
Density functional theory data (the ωB97M-V functional and the def2-TZVPD basis) for C7H14N2O as an isolated structure in a non-equilibrium geometry.

Cartesian coordinates (Å):
O1 -0.579867 -1.667535 1.172426
N1 0.993993 -1.389242 -0.639489
N2 -0.373342 -1.586754 -0.334563
C1 -1.518984 0.547456 -1.205641
C2 -0.623797 -0.029317 -0.153404
C3 2.127442 0.368447 0.739716
C4 1.699046 0.636661 -1.681702
C5 -0.980052 -0.262123 1.255444
C6 1.269036 0.055412 -0.440287
C7 -2.378019 -0.112080 1.698062
H1 1.639073 -2.104922 -0.668647
H2 1.956764 1.685118 -1.551277
H3 2.713195 0.239061 -2.065608
H4 -2.968963 -0.977652 1.354634
H5 -2.546007 -0.077265 2.784381
H6 3.129836 0.131189 0.376662
H7 2.102421 1.357019 1.180618
H8 -1.288984 1.605365 -1.318830
H9 -2.653850 0.845429 1.372472
H10 1.061641 0.331758 -2.435563
H11 1.724804 -0.349273 1.576532
H12 -0.338763 0.251667 1.971664
H13 -1.549621 -0.027366 -2.151205
H14 -2.617002 0.528948 -0.836393

Forces on the atoms, in the same order (eV/Å):
O 0.1197 0.6261 0.1418
N -2.6765 2.2870 0.1089
N 1.3093 1.6420 0.2805
C -2.0573 0.2358 0.8654
C 3.2892 -1.8349 -2.9121
C -1.1915 -1.9450 1.9220
C 3.4264 0.8824 -0.7594
C 1.2754 -1.4649 1.6614
C -3.9381 -2.0594 1.6684
C -0.7931 -1.2599 1.0014
H 1.3154 -1.8703 0.1644
H -0.6921 0.4116 -0.4509
H -1.1857 0.0325 0.9948
H -0.0979 0.7744 -0.3626
H 0.6160 -0.2016 -0.1534
H 0.2548 -0.1152 0.7068
H -0.0761 0.4416 -0.4382
H 0.0293 0.0484 -0.5254
H -1.2613 1.2512 -0.7789
H -1.5453 0.2728 -1.7791
H 1.4151 1.1851 -1.3551
H 0.2793 0.2422 -0.0178
H 0.5465 0.4747 0.5069
H 1.6384 -0.0563 -0.4898

The spin multiplicity is 1. The value obtained for the LUMO energy is 0.88 eV. The highest occupied orbital energy comes out at -8.56 eV. The charge is 0.

Record 3
Density functional theory data (the ωB97M-V functional and the def2-TZVPD basis) for a 2-piece molecular cluster, C3H11NOS overall in a non-equilibrium geometry.

Cartesian coordinates (Å):
S1 1.130819 0.197860 1.465514
O1 -0.013337 2.804911 -0.241938
N1 -0.581749 0.195653 -1.518979
C1 -0.159551 -1.008144 -0.650579
C2 -0.367863 -0.697250 0.788441
C3 -1.030457 -2.278827 -1.023862
H1 0.954612 -1.178626 -0.794173
H2 -2.098401 -2.131817 -0.788255
H3 -1.278772 0.112146 -2.201435
H4 1.302646 0.758245 0.345525
H5 -1.103439 0.775878 -0.828812
H6 -0.675988 -3.129567 -0.419566
H7 0.398195 2.266176 -0.955303
H8 0.755433 3.445842 0.015717
H9 -0.656381 -1.545441 1.435139
H10 -0.971247 -2.498881 -2.121013
H11 -1.193587 0.056763 0.748329

Forces on the atoms, in the same order (eV/Å):
S -0.9414 -1.7723 2.0073
O 1.7796 1.1430 -0.1511
N 1.0152 0.5016 3.5472
C -0.5481 -1.1336 -2.6476
C -0.3306 1.8328 1.0006
C 0.7627 0.5423 -0.3969
H -1.4594 -0.1244 -0.2802
H 0.4042 0.2214 0.0485
H -0.8775 -1.3812 -1.4517
H 0.5700 1.3577 -1.9095
H 0.8401 0.0704 -0.7672
H -0.0854 0.1009 -0.4376
H -0.2753 0.4083 0.4168
H -1.6110 -1.4031 -0.3926
H 0.3418 0.3838 -0.3940
H 0.1121 0.0162 0.9296
H 0.3031 -0.7637 0.8783

The spin multiplicity is 2. The value obtained for the LUMO energy (spin up / spin down) is 2.41 / 3.17 eV. The highest occupied orbital energy (spin up / spin down) comes out at 1.03 / -5.39 eV. The charge is -1.

Record 4
Density functional theory data (the ωB97M-V functional and the def2-TZVPD basis) for a 2-piece molecular cluster, CH6NO overall in a non-equilibrium geometry.

Cartesian coordinates (Å):
O1 1.516924 -0.250284 -0.354873
N1 -1.385961 -0.111190 -0.252159
C1 -0.622355 0.616026 0.417949
H1 -1.589318 0.039151 -1.270318
H2 -0.417289 1.656088 0.428721
H3 2.251418 -0.413825 -0.983308
H4 1.815644 -0.688103 0.442989
H5 -0.149875 0.228990 1.378411
H6 -1.419188 -1.076853 0.192588

Forces on the atoms, in the same order (eV/Å):
O 0.5439 -0.1827 -0.5231
N -0.0284 -2.6534 -0.8335
C 1.8705 0.5166 3.8790
H -0.3985 -0.0283 1.4417
H 0.0241 0.9859 -1.6033
H -0.6126 0.3266 0.3031
H 0.2491 -0.1810 0.2883
H -1.1564 -0.0021 -1.2489
H -0.4918 1.2184 -1.7035

The spin multiplicity is 1. The value obtained for the LUMO energy is -5.18 eV. The highest occupied orbital energy comes out at -16.61 eV. The charge is +1.

Record 5
Density functional theory data (the ωB97M-V functional and the def2-TZVPD basis) for a 5-piece molecular cluster, C34H68N2O19P4 overall in a non-equilibrium geometry.

Cartesian coordinates (Å):
P1 5.533566 -3.225501 -8.327258
P2 5.269455 -3.420623 -2.168120
P3 -7.449256 -2.286231 -1.211016
P4 -1.119091 4.046825 8.716111
O1 5.040331 -4.034618 -3.661977
O2 -1.127406 3.334899 7.233577
O3 -7.604770 -1.530232 -2.650131
O4 -0.927629 1.997011 4.255647
O5 1.571719 3.674177 4.396871
O6 4.948087 -4.881292 -1.447488
O7 -2.181455 5.205074 8.282722
O8 -0.419930 5.030057 9.821409
O9 4.652655 -4.230072 -8.948539
O10 -1.708718 2.990889 9.561932
O11 6.983164 -3.561597 -9.062339
O12 4.142499 -2.606454 -1.678128
O13 -0.001719 3.364633 -0.120314
O14 -7.160416 -3.649241 -0.313065
O15 -9.062777 -2.378131 -1.020121
O16 -6.812351 -1.250638 -0.377314
O17 4.668925 -2.758978 -7.022303
O18 6.270274 -2.275557 -2.785409
O19 5.421171 -1.747896 -8.999353
N1 2.243216 1.802486 -1.243671
N2 4.129776 2.304339 4.069218
C1 1.795589 2.408256 1.114585
C2 -0.142907 2.411278 3.194018
C3 1.283546 2.946535 3.471905
C4 0.366955 2.766771 0.859128
C5 -1.955366 1.883933 1.566614
C6 -0.305689 3.935290 6.196325
C7 -3.475160 4.812044 7.839012
C8 -0.846244 -0.459376 4.015197
C9 0.863814 -0.038715 -2.323960
C10 3.779625 -4.619144 -3.992659
C11 -7.334956 -4.924849 -0.959948
C12 5.392284 -1.640147 -10.419884
C13 7.410980 -2.684295 -3.560084
C14 -0.581561 2.349924 1.941172
C15 8.174200 -3.011577 -8.468832
C16 -1.666343 -0.006100 -2.513339
C17 2.643192 1.981996 0.094974
C18 -4.096151 2.986108 2.441183
C19 4.457787 1.817028 1.725549
C20 3.590896 2.222429 2.754217
C21 -5.079172 0.822530 1.451569
C22 -5.323795 2.287708 1.842163
C23 -8.376182 -2.152608 -3.698698
C24 2.140657 0.362242 -1.590360
C25 6.007288 -5.857397 -1.410273
C26 2.274225 2.520899 2.440389
C27 -0.430859 0.786002 4.818097
C28 0.100778 6.305731 9.398119
C29 -5.008466 -0.140679 2.652261
C30 5.109524 -1.626158 -6.241884
C31 -2.935316 3.096312 1.421743
C32 -9.601894 -2.332030 0.298202
C33 3.970247 1.693514 0.447746
C34 -0.446779 0.338011 -1.622458
H1 -2.381592 4.028859 1.530675
H2 8.997174 -3.167941 -9.161368
H3 -1.900794 1.422332 0.577473
H4 8.073532 -1.828327 -3.670954
H5 0.818008 0.357803 -3.343253
H6 -1.900408 -0.670004 4.187504
H7 5.487533 1.622497 1.993491
H8 -0.538198 -0.075747 -0.614413
H9 -0.226173 -1.296636 4.338110
H10 -8.117177 -3.204696 -3.812209
H11 0.666615 0.764846 4.870900
H12 8.399112 -3.518492 -7.529351
H13 -5.909080 0.513315 0.806706
H14 6.782194 -5.550044 -0.707400
H15 -0.488973 3.482341 5.236346
H16 -4.186983 5.557911 8.188869
H17 -5.991810 -0.596103 2.776432
H18 7.084831 -3.004790 -4.548071
H19 1.395051 2.312425 -1.442910
H20 0.734145 6.686968 10.196048
H21 -0.715647 7.007098 9.232582
H22 -6.539773 -5.093616 -1.686776
H23 6.444021 -5.997445 -2.403286
H24 2.977867 -4.222590 -3.370282
H25 -3.500678 4.789185 6.747848
H26 6.391950 -1.412564 -10.793954
H27 -0.627891 -0.252894 2.966055
H28 -4.185947 0.757822 0.825243
H29 -4.320662 -0.962369 2.438238
H30 -7.287071 -5.696907 -0.196541
H31 -5.539617 2.815921 0.905244
H32 -0.776038 0.667208 5.845664
H33 -1.784222 0.833689 -3.201222
H34 3.534853 2.838840 4.689496
H35 6.176545 -1.689904 -6.037039
H36 -10.545509 -1.792115 0.251313
H37 4.884774 -0.697989 -6.764750
H38 4.659290 1.369478 -0.325293
H39 -2.361816 1.163265 2.269736
H40 0.865248 -1.130865 -2.413282
H41 2.967959 0.142635 -2.275292
H42 -3.704656 2.480167 3.328395
H43 5.026022 -2.554484 -10.885341
H44 -9.796596 -3.345204 0.653786
H45 0.696658 6.211220 8.490772
H46 -0.463388 1.426421 -1.527965
H47 -3.755922 3.835409 8.232249
H48 -1.541413 -0.948119 -3.043177
H49 -4.689775 0.372827 3.561435
H50 -8.307404 -4.980612 -1.457676
H51 -2.552586 0.017330 -1.875698
H52 -3.394178 3.106113 0.429746
H53 4.568724 -1.632814 -5.297680
H54 0.738995 3.765386 6.432746
H55 4.178755 1.366567 4.453825
H56 5.581649 -6.800596 -1.078356
H57 4.728944 -0.816373 -10.675787
H58 3.833300 -5.702420 -3.876343
H59 -4.402036 3.999561 2.720088
H60 3.574233 -4.390694 -5.036981
H61 8.062240 -1.937959 -8.290794
H62 -8.930992 -1.823507 0.989788
H63 -0.498466 5.012310 6.129717
H64 2.312285 -0.293217 -0.732987
H65 -6.200463 2.383842 2.488464
H66 -9.440037 -2.053669 -3.489369
H67 -8.151599 -1.633768 -4.627411
H68 7.958985 -3.490910 -3.074502

Forces on the atoms, in the same order (eV/Å):
P -3.8960 0.7945 -4.7543
P -5.6039 0.8989 -3.3021
P -2.7206 3.7789 4.0326
P -5.8658 -0.6004 1.7001
O 0.4388 0.3271 -0.1626
O 2.6036 0.8623 0.4323
O 1.1587 -2.7514 -0.4128
O 0.3195 -0.1261 -0.7607
O 0.1695 -0.3902 -0.2766
O 2.8893 0.9126 0.8500
O 0.3553 0.3706 0.3245
O 1.9157 -0.5369 -2.2131
O 0.5185 -0.3444 0.6043
O 0.8150 -0.1096 -0.1551
O 0.3700 -0.0408 3.0186
O 0.6294 0.0210 0.6661
O -0.2538 -0.0497 -0.6337
O 1.0081 -0.4041 -2.8388
O 0.0239 0.0738 -0.5758
O 0.5265 -0.4995 -0.4453
O 2.8014 -0.5602 0.8511
O 1.6833 -1.7186 1.8608
O -0.0948 0.1403 0.5520
N -0.1710 -0.4606 0.5230
N -0.3099 -0.2305 0.0568
C 0.1915 0.1100 -0.0870
C 0.5498 -0.1516 0.5593
C -0.3679 -0.2993 -0.6811
C 0.3788 0.0340 0.9069
C -0.2103 0.8929 -1.0421
C 0.0818 0.6667 0.5544
C -0.0298 -0.0340 -0.4118
C 0.2783 0.8636 0.2594
C -0.5579 -0.2600 0.6403
C -0.0460 -0.4008 0.0014
C -0.1292 -0.0678 0.0687
C 0.3472 0.0673 -0.1901
C 0.1512 0.1070 -0.2113
C -0.1471 -0.3817 0.0224
C 0.0264 0.1170 -0.1192
C 0.3868 0.8241 0.9331
C -0.0581 0.4519 0.0833
C 0.1020 0.5112 -0.2426
C -0.8554 0.0626 0.2985
C 0.3328 0.2330 0.2757
C -0.5833 0.1253 0.0982
C 0.6370 -0.2246 -0.4156
C -0.1343 0.1208 -0.1921
C 0.6344 -0.0441 -1.2346
C -0.0407 -0.1290 -0.0991
C -0.4155 0.0785 -0.2358
C 0.3930 -1.4726 0.2273
C 0.0298 0.2019 0.1309
C 0.0516 0.0373 -0.6982
C -0.2037 0.1953 0.1565
C -0.4554 -0.5686 0.4287
C -0.0761 -0.3523 0.1820
C 0.6122 -0.3391 -0.2509
C -0.0403 0.3919 -0.8308
H -0.0663 -0.0091 0.0705
H -0.0671 -0.0583 -0.0438
H 0.1462 -0.2259 0.1574
H -0.0876 0.0691 0.1736
H 0.2009 0.1121 0.0637
H 0.0004 -0.1226 -0.2720
H 0.0252 -0.0448 -0.1849
H 0.1764 -0.2042 -0.0905
H -0.1622 -0.0776 -0.0028
H -0.0324 -0.0029 -0.0657
H -0.0270 0.4933 -0.0739
H 0.0802 -0.0056 -0.0226
H 0.2818 -0.0708 0.0830
H -0.0052 -0.0806 0.0290
H -0.4735 0.1384 0.7737
H 0.0725 0.0312 0.0527
H 0.0405 0.0889 0.3615
H -0.0438 -0.1429 0.0777
H -0.0767 -0.0546 0.0906
H 0.0130 -0.1538 0.0371
H -0.0513 -0.1046 -0.0725
H 0.0043 -0.0734 0.0312
H -0.0426 -0.0040 0.0009
H 0.0776 0.0504 0.0675
H -0.0297 -0.0733 -0.0011
H -0.0035 -0.0516 -0.0493
H -0.2063 -0.3001 -0.0731
H 0.0163 0.0011 0.0797
H 0.0302 0.0335 0.1461
H 0.0303 0.0820 0.0591
H -0.2260 0.1090 0.1646
H -0.2179 0.5481 -0.0494
H -0.0452 -0.3498 -0.3597
H -0.0365 0.1154 -0.1208
H 0.0027 0.1250 0.0501
H 0.0292 0.0241 -0.0949
H 0.0674 -0.0844 -0.1433
H -0.1796 0.0365 -0.1117
H 0.1919 0.0108 0.1019
H 0.2423 0.0546 -0.1356
H 0.0008 -0.1719 0.1427
H -0.2539 0.1052 0.1427
H -0.0061 -0.0443 0.0897
H 0.0353 0.0129 0.0628
H 0.0208 0.0703 0.0071
H -0.0795 -0.0502 0.3215
H 0.0836 -0.0102 0.0410
H -0.2100 -0.0352 0.0315
H -0.0558 -0.1386 0.0664
H 0.0013 0.0085 0.0360
H -0.1572 -0.3914 -0.2529
H 0.2868 0.0201 -0.0865
H 0.0197 -0.2186 -0.0172
H 0.0118 0.0659 0.1112
H 0.3534 0.0350 0.0402
H -0.0859 0.0628 0.0177
H -0.0249 -0.0015 0.0995
H -0.0598 -0.0029 0.0429
H 0.0559 -0.0872 0.2104
H 0.1038 0.0601 0.0022
H -0.0035 -0.0119 -0.0306
H 0.0674 0.0101 -0.0715
H 0.0057 -0.0257 0.0655
H -0.2132 0.2458 0.1889
H 0.0701 -0.0635 0.0510
H 0.0396 -0.0423 0.1277
H 0.1399 0.0357 0.0763
H 0.0604 0.0108 -0.0464

The spin multiplicity is 1. Its SMILES is CCCCCCC1=C(OCC)C(=O)c2c(N)ccc(NCCCC)c2C1=O.COP(=O)(OC)OC.COP(=O)(OC)OC.COP(=O)(OC)OC.COP(=O)(OC)OC. The value obtained for the LUMO energy is -0.98 eV. The highest occupied orbital energy comes out at -8.10 eV. The charge is 0.

Record 6
Density functional theory data (the ωB97M-V functional and the def2-TZVPD basis) for a 2-piece molecular cluster, C5H11NO overall in a non-equilibrium geometry.

Cartesian coordinates (Å):
O1 1.880042 -0.318260 -3.243478
N1 0.360914 -0.211726 -0.161755
C1 -2.062976 2.128343 0.954254
C2 -0.741913 -0.479763 1.977900
C3 0.979126 -1.520151 -0.089938
C4 -0.358566 0.263948 0.936123
C5 -0.893582 1.615588 0.579312
H1 -0.028439 2.235569 0.327546
H2 1.002401 0.493562 -0.501932
H3 1.081340 -0.672791 -3.654976
H4 2.581470 -0.688935 -3.791383
H5 -2.643352 2.882239 0.449366
H6 1.536844 -1.643486 0.851041
H7 -2.572286 1.458209 1.643400
H8 -0.406772 -1.494714 2.097985
H9 1.648716 -1.664373 -0.929217
H10 0.190723 -2.275083 -0.028285
H11 -1.553690 -0.108175 2.584038

Forces on the atoms, in the same order (eV/Å):
O -0.0497 -0.2531 -0.2723
N 0.8256 0.2766 0.2626
C -0.2454 -1.8547 -0.2422
C -0.1798 0.2248 -0.3810
C -0.2455 0.0369 0.9940
C -1.1025 -0.3490 -0.4857
C 1.5336 0.7872 1.6062
H -0.6147 0.2462 -1.4467
H -0.0956 -0.0856 -0.3143
H -0.0263 0.1542 0.2100
H 0.0855 0.1172 0.1175
H 0.5145 0.8414 0.5003
H 0.2065 0.0352 -0.1424
H -0.7732 0.1394 -0.4062
H -0.0076 -0.1219 0.1543
H -0.1473 -0.0815 -0.1546
H 0.0854 -0.0718 -0.4114
H 0.2366 -0.0415 0.4119

The spin multiplicity is 1. Its SMILES is C=CC(=C)NC.O. The value obtained for the LUMO energy is 0.72 eV. The highest occupied orbital energy comes out at -8.04 eV. The charge is 0.

no.,total energy (eV)
1,-240205.89699
2,-12508.29863
3,-17660.18073
4,-4663.72694
5,-115398.61096
6,-8898.83242